i | {"formula": "C2H5N2O", "method": "ωB97M-V/def2-TZVPD", "total_charge": 1, "lumo_ev": -4.7, "smiles": "[NH+]#CNCO", "homo_ev": -16.21, "symbols": ["N", "C", "N", "C", "O", "H", "H", "H", "H", "H"], "positions_angstrom": [[1.95, 0.51, 0.09], [1.14, -0.32, 0.04], [0.08, -0.93, 0.18], [-1.18, -0.11, -0.14], [-0.79, 1.18, 0.05], [2.84, 0.83, -0.27], [0.13, -1.84, -0.27], [-1.45, -0.35, -1.27], [-1.86, -0.60, 0.63], [-0.86, 1.63, 0.95]], "mulliken_charge": [-0.081, 0.349, -0.212, -0.170, -0.523, 0.344, 0.305, 0.320, 0.278, 0.390]}



ii | {"formula": "C2H5N2O", "method": "ωB97M-V/def2-TZVPD", "total_charge": 1, "lumo_ev": -5.4, "homo_ev": -15.96, "symbols": ["C", "C", "N", "N", "O", "H", "H", "H", "H", "H"], "positions_angstrom": [[-2.26, 0.22, 0.03], [-1.06, -0.32, -0.55], [-1.76, -1.06, 0.31], [0.78, 0.71, 0.24], [-3.10, 1.00, 0.23], [-0.48, -0.54, -1.43], [-1.85, -2.03, 0.59], [1.17, 0.12, 0.96], [0.47, 1.59, 0.64], [1.45, 0.87, -0.50]], "mulliken_charge": [0.485, 0.047, -0.109, -0.725, -0.298, 0.383, 0.288, 0.306, 0.311, 0.310]}



i wins, 73.2 kJ/mol ahead of the next structure.



i | {"formula": "C2H5N2O", "method": "ωB97M-V/def2-TZVPD", "total_charge": 1, "lumo_ev": [-7.7, -7.7], "homo_ev": [-15.45, -15.45], "symbols": ["C", "C", "N", "N", "O", "H", "H", "H", "H", "H"], "positions_angstrom": [[-0.03, 1.05, 0.05], [0.11, -1.20, 0.03], [1.26, 0.64, -0.06], [-0.91, -0.12, 0.11], [1.35, -0.62, 0.01], [-0.02, 1.87, 0.93], [-0.16, 1.95, -0.62], [0.00, -1.76, 0.90], [0.06, -1.82, -0.84], [-1.66, 0.01, -0.50]], "mulliken_charge": [-0.265, -0.196, 0.190, -0.275, 0.016, 0.325, 0.336, 0.276, 0.300, 0.294]}



ii | {"formula": "C2H5N2O", "method": "ωB97M-V/def2-TZVPD", "total_charge": 1, "lumo_ev": -4.3, "smiles": "[NH3+][C@H]1NC1=O", "homo_ev": -15.24, "symbols": ["N", "C", "N", "C", "O", "H", "H", "H", "H", "H"], "positions_angstrom": [[-1.20, 0.57, -0.48], [0.32, 0.33, 0.52], [0.58, -1.02, 0.60], [1.38, -0.32, -0.22], [2.20, -0.29, -1.06], [-0.95, 0.88, -1.39], [-1.83, 1.20, -0.01], [-1.53, -0.34, -0.45], [0.51, 0.93, 1.40], [0.52, -1.93, 1.08]], "mulliken_charge": [-0.489, 0.037, -0.258, 0.456, -0.386, 0.341, 0.329, 0.325, 0.357, 0.288]}



iii | {"formula": "C2H5N2O", "method": "ωB97M-V/def2-TZVPD", "total_charge": 1, "lumo_ev": -5.5, "smiles": "CCN=[N+]=O", "homo_ev": -17.13, "symbols": ["C", "C", "N", "N", "O", "H", "H", "H", "H", "H"], "positions_angstrom": [[0.19, -0.49, -1.13], [0.66, 0.12, 0.15], [-0.42, 0.20, 0.99], [-1.35, 0.56, 1.49], [-2.20, 0.83, 2.18], [-0.60, -1.06, -0.83], [-0.04, 0.30, -1.79], [1.03, -1.05, -1.71], [1.19, 1.07, 0.10], [1.54, -0.46, 0.54]], "mulliken_charge": [-1.072, -0.120, 0.197, 0.711, -0.385, 0.397, 0.336, 0.323, 0.323, 0.291]}



ii wins, 208.8 kJ/mol ahead of the next structure.